(i)
A cluster of 14 separate species, H28O14 in total. Source: OMol25; level of theory: the ωB97M-V functional and the def2-TZVPD basis.

```
! wB97M-V def2-TZVPD RIJCOSX def2/J DEFGRID3
* xyz 0 1
O -2.32745 -1.69330 4.10877
H -2.46631 -1.20068 3.29450
H -1.78259 -1.04496 4.57326
O 1.89783 -2.77529 2.34539
H 1.94255 -3.48373 1.71087
H 2.20243 -3.17972 3.23138
O -1.00235 0.35294 2.31788
H -0.77632 0.65836 1.44534
H -0.35371 -0.34349 2.39635
O 3.39182 2.22670 0.87021
H 3.16594 2.39696 -0.05217
H 3.54997 1.26811 0.86867
O 0.05264 0.72484 -1.25877
H -0.04820 1.67457 -1.13743
H 0.95564 0.62161 -0.80573
O 3.46240 -0.66144 -2.28775
H 3.05256 -0.23801 -1.52677
H 4.07797 -1.13648 -1.68645
O -1.34343 3.99368 1.40855
H -2.29183 3.85646 1.56217
H -1.14766 3.07054 1.77716
O -0.17295 1.98557 -3.72949
H 0.67118 2.27408 -3.29485
H -0.44283 1.28890 -3.12813
O -3.12436 2.65783 -2.10763
H -2.36965 3.08668 -2.54799
H -2.65913 2.76420 -1.26466
O 0.78522 2.89125 0.36234
H 1.45464 3.09240 1.03570
H 0.10627 3.56268 0.48713
O -2.61800 -3.42756 0.87173
H -2.48093 -4.29687 0.47346
H -2.97624 -3.52267 1.74314
O 0.96579 -3.98926 -1.67430
H 0.93041 -3.53097 -2.54922
H 0.05022 -4.34158 -1.77848
O 1.49286 -1.18940 -0.22223
H 1.06151 -1.76024 -0.85882
H 1.23009 -1.73335 0.51387
O -2.17575 -0.46282 -2.00999
H -2.51389 0.39488 -1.91455
H -1.42637 -0.83141 -1.56247
*
```

Calculated values
- frontier orbital gap (eV) = 10.431
- highest occupied orbital energy (eV) = -10.6

***

(ii)
A structure of composition H28O14. Source: OMol25; level of theory: the ωB97M-V functional and the def2-TZVPD basis.

```
! wB97M-V def2-TZVPD RIJCOSX def2/J DEFGRID3
* xyz 0 1
H 0.46526 -0.19775 1.10678
H -0.19185 -0.87857 -0.07283
H -3.19420 -2.70856 -0.92190
H -4.42732 -1.82799 -1.11407
H 1.99674 1.43192 -2.11834
H 1.53719 0.19382 -3.03530
H -0.67833 -3.04494 -2.25568
H -0.36452 -2.97215 -0.63003
H -1.37755 -0.95818 1.96580
H -2.70447 -0.64365 1.24244
H -1.88211 2.23768 -0.12084
H -3.28102 1.91112 -0.59304
H 1.19200 2.82921 0.03166
H -0.04822 3.14843 -0.70008
H -2.16034 1.43647 -3.09589
H -1.19747 2.43881 -2.42537
H 1.06905 -3.05517 0.17594
H 1.90035 -2.35123 -1.01510
H -1.26352 3.52423 1.78636
H -0.65667 4.32340 0.62426
H 5.26828 -0.92774 2.47776
H 5.57296 -0.17240 1.20262
H 4.82744 -0.06552 -1.44364
H 4.13789 -0.44525 -0.19179
H -1.33935 1.80649 3.27484
H -2.40973 0.71217 2.95925
H -0.55121 -2.46244 0.98459
H -1.01047 -3.22936 2.06038
O 0.56977 -0.33312 0.15283
O -4.10795 -2.63494 -0.68196
O 2.29528 0.62008 -2.52381
O -0.05120 -3.25313 -1.47880
O -1.98477 -1.18915 1.24069
O -2.61738 2.61118 -0.69767
O 0.63437 3.52280 -0.07249
O -1.99628 1.94912 -2.28666
O 1.92488 -2.71123 -0.17631
O -0.47371 3.54654 1.26224
O 4.83050 -0.40079 1.77418
O 4.50828 0.37977 -0.65681
O -1.56215 0.97802 2.78949
O -1.19846 -3.13800 1.19626
*
```

Calculated values
- frontier orbital gap (eV) = 8.585
- highest occupied orbital energy (eV) = -8.9

***

Q: Which of them is the least stable? A: (ii).

***

(i)
A cluster of 2 separate species, C9H11O3 in total. Source: OMol25; level of theory: the ωB97M-V functional and the def2-TZVPD basis.

```
! wB97M-V def2-TZVPD RIJCOSX def2/J DEFGRID3
* xyz -1 1
C -0.65829 -1.70324 -2.01247
C -0.35900 -2.16157 -3.50630
O 0.37534 -1.36554 -4.15195
O -0.84402 -3.23931 -3.88993
H 0.15863 -2.25917 -1.55604
H -1.67930 -1.97110 -1.73683
H -0.61040 -0.62275 -1.90594
C -1.67676 2.29906 0.44801
C 1.69480 -0.12568 1.76917
C 0.43858 -0.21948 2.36148
C 1.81087 0.76359 0.70962
C -0.57872 0.63098 1.98538
C 0.73147 1.48738 0.19124
C -0.47885 1.47618 0.86671
O 2.78126 -0.87015 2.16070
H 2.42151 -1.70830 2.41062
H 0.20546 -1.11355 2.93592
H 2.75740 0.76045 0.18161
H -1.51072 0.59705 2.53159
H 0.98924 1.90647 -0.77280
H -2.52148 2.06295 1.09505
H -1.89106 1.99560 -0.58030
H -1.55595 3.38012 0.46544
*
```

Calculated values
- frontier orbital gap (eV) = 6.514
- highest occupied orbital energy (eV) = -3.7

***

(ii)
A cluster of 2 separate species, C9H11O3 in total. Source: OMol25; level of theory: the ωB97M-V functional and the def2-TZVPD basis.

```
! wB97M-V def2-TZVPD RIJCOSX def2/J DEFGRID3
* xyz -1 1
C 1.85369 -0.43292 -2.94699
C 2.17915 -1.87304 -2.66499
O 1.15107 -2.63727 -2.37774
O 3.30349 -2.32856 -2.75603
H 2.30531 -0.10940 -3.88599
H 2.37419 0.23164 -2.25064
H 0.78802 -0.26063 -2.90522
C -1.09068 1.98593 3.24304
C -1.94903 -0.62889 0.57934
C -2.00503 0.23229 1.67815
C -0.82538 -0.63546 -0.26826
C -1.02704 1.16841 1.97113
C 0.21032 0.26906 0.08907
C 0.14124 1.11074 1.18559
O -0.72436 -1.46816 -1.25732
H -2.76385 -1.32967 0.44057
H -2.94140 0.26854 2.23825
H 0.33882 -2.16855 -1.91367
H 1.19995 0.18574 -0.35506
H -0.19668 2.05599 3.86442
H -1.85497 1.55341 3.89594
H 0.94338 1.81188 1.39275
H -1.41022 2.99891 3.00367
*
```

Calculated values
- frontier orbital gap (eV) = 7.212
- highest occupied orbital energy (eV) = -3.7

***

Q: Which of them is the least stable? A: (i).

***

(i)
A cluster of 4 separate species, C3H15NO3 in total. Source: OMol25; level of theory: the ωB97M-V functional and the def2-TZVPD basis.

```
! wB97M-V def2-TZVPD RIJCOSX def2/J DEFGRID3
* xyz 0 1
C -0.53959 -1.82612 0.69899
C 0.82878 -1.52433 0.09974
C 1.62032 -0.49421 0.92591
N 1.69930 0.75754 0.18402
H -0.56127 -2.34263 1.65565
H -1.12349 -2.39394 -0.02134
H -1.06582 -0.87904 0.84474
H 1.37431 -2.39331 -0.24655
H 0.57577 -0.93114 -0.78469
H 2.57922 -0.92044 1.25009
H 1.08800 -0.30849 1.85818
H 2.29385 0.68775 -0.62898
H 2.00758 1.52663 0.76414
O -0.37002 2.04697 -1.75453
H -0.69644 2.62071 -1.03392
H 0.35057 1.54832 -1.33423
O -1.22287 1.74838 1.05021
H -1.84184 1.18614 0.56439
H -0.32892 1.39064 0.89089
O -2.36828 0.11238 -1.28998
H -2.48793 -0.45425 -2.05826
H -1.81123 0.84243 -1.63449
*
```

Calculated values
- frontier orbital gap (eV) = 10.941
- SMILES string = CCCN.O.O.O
- highest occupied orbital energy (eV) = -10.2

***

(ii)
A cluster of 4 separate species, C3H15NO3 in total. Source: OMol25; level of theory: the ωB97M-V functional and the def2-TZVPD basis.

```
! wB97M-V def2-TZVPD RIJCOSX def2/J DEFGRID3
* xyz 0 1
C 0.92069 1.68961 0.25320
N 1.61943 0.38243 -0.10610
C 3.12057 0.58753 0.02042
C 1.31302 0.01166 -1.49262
H 1.07703 2.19315 1.26729
H 1.33168 2.40211 -0.46337
H -0.11132 1.42648 -0.06702
H 3.62491 -0.40006 -0.03927
H 3.35836 0.89083 1.09545
H 3.44603 1.25872 -0.77671
H 2.03652 -0.81662 -1.76028
H 0.24938 -0.39278 -1.70885
H 1.53460 0.86855 -2.02051
O -2.99136 0.68544 -1.05008
H -3.51528 0.52912 -1.81638
H -3.23327 0.03856 -0.39166
O -0.19238 -1.21196 1.30378
H -0.28178 -1.52838 2.21021
H 0.66421 -0.64552 1.26265
O -2.88302 -1.83507 0.81354
H -1.84212 -1.79052 1.02655
H -3.26659 -1.55062 1.70062
*
```

Calculated values
- frontier orbital gap (eV) = 9.796
- SMILES string = CN(C)C.O.O.O
- highest occupied orbital energy (eV) = -9.1

***

(iii)
A cluster of 4 separate species, C3H15NO3 in total. Source: OMol25; level of theory: the ωB97M-V functional and the def2-TZVPD basis.

```
! wB97M-V def2-TZVPD RIJCOSX def2/J DEFGRID3
* xyz 0 1
C -2.12971 -1.01617 -1.37033
N -1.79309 0.01457 -0.38134
C -0.35449 0.18921 -0.32292
C -2.53543 1.23981 -0.62257
H -3.16473 -1.28475 -1.22063
H -1.50985 -1.87678 -1.19585
H -1.93670 -0.64782 -2.38970
H 0.03382 0.90963 0.37745
H 0.07175 -0.80938 -0.13799
H 0.05728 0.40044 -1.33633
H -2.10994 1.98726 0.03747
H -3.54942 1.04436 -0.28837
H -2.43827 1.60387 -1.64161
O 6.32646 2.81028 0.87890
H 5.54986 3.31461 1.15214
H 6.11356 2.54070 -0.01942
O -1.73096 -1.85722 1.91003
H -1.82202 -1.24342 1.15731
H -1.25023 -2.61288 1.55644
O 2.89449 -1.40441 0.97521
H 2.10109 -1.10708 1.43832
H 3.17654 -2.19483 1.44379
*
```

Calculated values
- frontier orbital gap (eV) = 9.698
- SMILES string = CN(C)C.O.O.O
- highest occupied orbital energy (eV) = -9.1

***

Q: Which of them is the least stable? A: (ii).

***

(i)
An isolated molecule of C5H8OS2. Source: OMol25; level of theory: the ωB97M-V functional and the def2-TZVPD basis.

```
! wB97M-V def2-TZVPD RIJCOSX def2/J DEFGRID3
* xyz 0 1
C 1.32570 -0.09215 1.18968
C 0.71665 -0.23409 -0.17395
S 0.08357 -1.94780 -0.43893
C -1.54353 -1.25955 0.49625
O -1.45793 0.18692 0.77520
C -0.65605 0.53269 -0.31813
C 0.60492 1.23330 -0.71953
S 0.95781 1.90283 -2.34921
H 0.96760 0.92433 1.66250
H 0.88313 -1.01921 1.69376
H 2.32528 -0.33671 1.06927
H -2.40151 -1.38260 -0.16644
H -1.72764 -1.82950 1.46006
H -1.17039 0.28351 -1.30442
H 1.14885 1.99716 -0.08637
H -0.05645 1.04086 -2.78974
*
```

Calculated values
- frontier orbital gap (eV) = 9.634
- SMILES string = C[C@@]12SCO[C@H]1[C@@H]2S
- highest occupied orbital energy (eV) = -8.9

***

(ii)
A cluster of 2 separate species, C5H8OS2 in total. Source: OMol25; level of theory: the ωB97M-V functional and the def2-TZVPD basis.

```
! wB97M-V def2-TZVPD RIJCOSX def2/J DEFGRID3
* xyz 0 1
C -0.60524 -2.72495 1.06575
C -0.76933 2.59822 0.53011
C -2.09356 -2.65851 1.39231
C 0.00750 1.88958 -0.07100
C 2.12278 2.20618 -1.76635
O 0.55171 -0.01627 -1.61273
S -2.72373 -1.50615 2.27403
S 1.29276 0.94177 -0.74237
H -0.53905 -2.09962 0.22481
H -0.03319 -3.63947 0.85985
H -1.50835 3.22919 0.74870
H 0.11447 -2.18410 1.85008
H -2.71452 -3.52591 1.19768
H 2.98285 2.81166 -1.21571
H 1.46689 2.96659 -2.07852
H 2.44801 1.71178 -2.65663
*
```

Calculated values
- frontier orbital gap (eV) = 8.638
- highest occupied orbital energy (eV) = -8.5

***

(iii)
An isolated molecule of C5H8OS2. Source: OMol25; level of theory: the ωB97M-V functional and the def2-TZVPD basis.

```
! wB97M-V def2-TZVPD RIJCOSX def2/J DEFGRID3
* xyz 0 1
S 2.46655 -0.62373 1.51293
C 0.97665 -1.18788 0.65318
C -0.40081 -0.98927 1.22650
C 0.01067 -0.20675 0.00766
C -0.66854 -0.53418 -1.33343
S -1.11450 1.05058 -2.13976
C -0.46434 1.98225 -0.72830
O 0.28844 1.15948 0.15320
H 2.21137 0.71483 1.55489
H 1.14142 -2.13217 0.21042
H -0.47833 -0.44415 2.14962
H -1.15380 -1.80072 1.14114
H -1.59896 -1.10755 -1.10054
H -0.06205 -1.09606 -2.03200
H 0.17336 2.84195 -1.09586
H -1.32713 2.37337 -0.17964
*
```

Calculated values
- frontier orbital gap (eV) = 9.644
- SMILES string = S[C@H]1C[C@]12CSCO2
- highest occupied orbital energy (eV) = -8.8

***

Q: Which of them is the least stable? A: (ii).

***

(i)
A structure of composition C7H17NO2. Source: OMol25; level of theory: the ωB97M-V functional and the def2-TZVPD basis.

```
! wB97M-V def2-TZVPD RIJCOSX def2/J DEFGRID3
* xyz 0 1
C -0.32484 -0.20794 0.62067
C 0.42624 0.45288 -0.39902
C 2.23480 -0.13504 0.61426
C -2.01294 0.39815 -0.20941
C 3.38042 0.59703 -0.03698
C -2.80756 -0.84249 -0.52919
C -2.63034 1.26342 0.86773
N 0.63534 -0.10735 -1.64416
O -0.34007 -1.56712 0.69886
O 2.24459 -1.53727 0.23719
H 0.57832 -1.89906 0.58212
H 3.08459 -1.95987 0.46472
H -0.35098 0.28971 1.58731
H 0.41483 1.53587 -0.35466
H 2.26968 -0.06055 1.70784
H -1.90286 0.98571 -1.12368
H 0.91328 -1.08086 -1.61171
H 0.57585 0.51582 -2.43325
H 3.24227 0.64676 -1.12087
H 3.44061 1.61394 0.35375
H 4.35636 0.11651 0.13927
H -3.66105 1.53111 0.60815
H -3.79908 -0.59374 -0.92430
H -2.94638 -1.44911 0.36668
H -2.28193 -1.43389 -1.28000
H -2.07851 2.19603 0.99806
H -2.66064 0.73137 1.82062
*
```

Calculated values
- frontier orbital gap (eV) = 7.717
- highest occupied orbital energy (eV) = -6.9

***

(ii)
A structure of composition C7H17NO2. Source: OMol25; level of theory: the ωB97M-V functional and the def2-TZVPD basis.

```
! wB97M-V def2-TZVPD RIJCOSX def2/J DEFGRID3
* xyz 0 1
C -3.31541 1.15251 -0.01996
C -2.38462 -0.00936 0.30760
C -1.02685 0.12604 -0.37558
C -0.00806 -0.96329 0.00047
C -0.30665 -2.29879 -0.68162
C 1.41813 -0.50508 -0.27032
O 2.30298 -1.24552 -0.67334
H -4.29274 1.03076 0.46796
H -2.88410 2.10907 0.31174
H -3.49078 1.22263 -1.10398
H -2.23138 -0.06771 1.39742
H -2.86508 -0.95308 0.00918
H -1.16825 0.13326 -1.47061
H -0.61012 1.10748 -0.09943
H -0.07403 -1.11270 1.09057
H 0.40638 -3.07102 -0.36406
H -1.29407 -2.67713 -0.38942
H -0.27506 -2.19023 -1.77493
O 1.77868 1.02687 -1.87660
H 0.89658 1.31073 -2.13636
N 1.98840 0.70359 0.77464
C 3.26943 0.63186 1.45799
H 1.26374 1.15747 1.31806
H 3.24786 -0.12232 2.25830
H 4.05344 0.35197 0.74311
H 3.52299 1.60627 1.89659
H 2.07861 1.54573 -0.79742
*
```

Calculated values
- frontier orbital gap (eV) = 9.842
- highest occupied orbital energy (eV) = -9.1

***

Q: Which of them is the least stable? A: (i).